No. 1
A structure of composition C9H19BeF8N4O13S6 at a distorted geometry. Source: the Open Molecules 2025 dataset; level of theory: wB97M-V/def2-TZVPD.

The geometry in XYZ format:
```
60
C9H19BeF8N4O13S6 | the Open Molecules 2025 dataset | wB97M-V/def2-TZVPD
Be 0.76021 -0.77909 0.40856
F 2.85383 0.59590 0.78250
F 2.48957 -1.52465 -1.32667
N 2.87061 1.68144 -2.95672
S 1.16776 1.74558 -2.72065
O 0.89516 0.96506 -1.53373
O 0.27965 1.97547 -3.89133
F 1.19387 3.15443 -2.01688
S 2.99917 2.25183 -4.38975
O 3.13155 3.72048 -4.41159
O 2.49171 1.48741 -5.49218
F 4.56385 1.75554 -4.37132
N 4.50217 -4.24776 0.22436
S 3.47969 -3.99178 1.56979
O 2.63799 -2.81460 1.44375
O 3.68209 -4.51630 2.90378
F 2.37821 -5.02790 1.10087
S 5.77239 -4.31080 1.06295
O 5.94426 -5.57646 1.78738
O 6.28406 -2.98433 1.51317
F 6.81423 -4.64694 -0.22401
N -0.29429 -2.88146 0.08549
S -0.07036 -3.82245 -1.35546
O -1.19242 -4.60507 -1.95663
O 1.19802 -4.41226 -1.50966
F 0.06384 -2.49736 -2.31680
S -1.32915 -3.70657 0.69465
O -1.04664 -5.15589 0.94469
O -2.77090 -3.49417 0.43145
F -1.08351 -3.08244 2.14943
C 0.15276 1.99166 2.30749
C -1.28276 2.24570 1.70223
C -1.07782 3.50740 0.91575
C -2.22608 3.72559 0.01791
C -2.52333 2.47606 -0.96519
C -2.51148 1.02604 -0.25495
N -1.43782 1.03040 0.83976
O -1.45863 -0.09252 1.62751
C -3.95924 0.83411 0.38686
C -2.39737 -0.12735 -1.22241
C -2.31492 2.36159 2.82177
H 0.62617 2.80487 2.85765
H 0.86660 1.81035 1.50396
H 0.18454 1.20472 3.06103
H -0.85402 4.34099 1.58144
H -0.12738 3.62350 0.39491
H -2.12563 4.64907 -0.55235
H -3.03759 4.06574 0.66121
H -1.74695 2.49158 -1.73011
H -3.43848 2.70664 -1.51057
H -4.27788 -0.05942 0.92368
H -4.16111 1.73865 0.96058
H -4.70487 0.80352 -0.40762
H -2.19770 -1.03975 -0.66049
H -3.19879 -0.38915 -1.91327
H -1.51734 0.00072 -1.85268
H -1.97228 3.03545 3.60703
H -2.46541 1.41743 3.34523
H -3.36861 2.53641 2.60437
H -2.11317 0.02514 2.31984
```

Calculated values
total charge = -2
Kohn-Sham gap (alpha / beta) = 0.2381 / 0.1918 Eh
2S+1 = 2
HOMO energy (alpha / beta) = -4.92 / -4.92 eV
⟨S²⟩ = 0.759

Need the Löwdin charges? In units of e they are:
1 Be 1.0513
2 F -0.5057
3 F 0.0178
4 N -0.2550
5 S 0.5968
6 O -0.3636
7 O -0.3121
8 F -0.1982
9 S 0.4817
10 O -0.3280
11 O -0.3022
12 F -0.2508
13 N -0.2456
14 S 0.5585
15 O -0.3501
16 O -0.2789
17 F -0.2118
18 S 0.4942
19 O -0.3301
20 O -0.3242
21 F -0.2751
22 N -0.2851
23 S 0.6374
24 O -0.2714
25 O -0.2209
26 F -0.2186
27 S 0.4286
28 O -0.2894
29 O -0.3063
30 F -0.2017
31 C -0.0384
32 C -0.4661
33 C -0.1865
34 C -0.1682
35 C -0.0416
36 C -0.4023
37 N -0.0993
38 O -0.0607
39 C -0.0368
40 C -0.0431
41 C -0.0229
42 H 0.0875
43 H 0.0515
44 H 0.0808
45 H 0.1279
46 H 0.1240
47 H 0.1068
48 H 0.0964
49 H 0.0927
50 H 0.1078
51 H 0.0823
52 H 0.0514
53 H 0.0749
54 H 0.0517
55 H 0.1010
56 H 0.0642
57 H 0.0958
58 H 0.0735
59 H 0.0677
60 H 0.0866


No. 2
The ion C9H19Br2N2 with charge +1 at a distorted geometry. Source: the Open Molecules 2025 dataset; level of theory: wB97M-V/def2-TZVPD.

The geometry in XYZ format:
```
32
C9H19Br2N2 | the Open Molecules 2025 dataset | wB97M-V/def2-TZVPD
C 3.16731 -0.24703 -1.21351
C 2.34935 -1.14869 -0.41357
C 2.30312 -2.58161 -0.84071
N 0.90760 -0.71095 -0.26352
C 0.08381 -0.80270 -1.41742
C -1.27363 -0.11616 -1.02766
N -0.98555 0.22782 0.43703
C -1.92713 1.36343 0.80490
C -1.64379 2.02800 2.19592
C -3.36367 0.76293 1.02646
C 0.49593 0.47987 0.50540
Br 1.01982 2.20196 -0.36519
Br 1.24856 0.31596 2.29976
H 2.53299 -0.02862 -2.12915
H 3.39869 0.62631 -0.64699
H 4.06333 -0.73537 -1.65341
H 2.61747 -1.17770 0.64814
H 2.05094 -2.78547 -1.87390
H 1.77421 -3.22825 -0.25810
H 3.29084 -2.94194 -0.84043
H -0.09927 -1.76186 -1.60699
H 0.41454 -0.33565 -2.28899
H -1.33792 0.80998 -1.73612
H -2.23943 -0.46099 -0.99624
H -1.13846 -0.75434 0.81284
H -1.79752 2.11537 -0.03128
H -1.89926 1.41513 3.03625
H -0.66546 2.46446 2.45996
H -2.28591 2.89749 2.05869
H -3.29142 -0.20672 1.38167
H -3.99513 0.96918 0.13323
H -3.77494 1.34615 1.80292
```

Calculated values
total charge = +1
energy above the lowest of the compared OMol25 structures with the same formula, charge and spin = 3.2 kcal per mole
structure (SMILES) = CC(C)N1CC[N@H+](C(C)C)C1(Br)Br
Kohn-Sham gap = 0.3607 Eh
HOMO energy = -13.12 eV

Need the Löwdin charges? In units of e they are:
1 C -0.0678
2 C -0.4327
3 C -0.0389
4 N -0.1737
5 C -0.1545
6 C -0.0376
7 N -0.1070
8 C -0.3316
9 C -0.0869
10 C -0.0155
11 C -1.0485
12 Br 0.7967
13 Br 0.8417
14 H 0.1020
15 H 0.0468
16 H 0.1119
17 H 0.0903
18 H 0.0971
19 H 0.0625
20 H 0.0809
21 H 0.0860
22 H 0.1036
23 H 0.1596
24 H 0.0956
25 H 0.2142
26 H 0.1321
27 H 0.0805
28 H 0.0529
29 H 0.0964
30 H 0.0688
31 H 0.1109
32 H 0.0640


No. 3
A structure of composition C9H19F5NaO4S at a distorted geometry. Source: the Open Molecules 2025 dataset; level of theory: wB97M-V/def2-TZVPD.

The geometry in XYZ format:
```
39
C9H19F5NaO4S | the Open Molecules 2025 dataset | wB97M-V/def2-TZVPD
Na -1.29330 -0.00668 0.53735
F -2.11311 2.14039 -0.83216
F -3.55613 -1.05403 -0.12614
C -0.71437 -0.67022 4.20591
C -1.26799 0.73977 3.94066
C -0.12729 1.77452 4.04298
O -2.00018 0.83856 2.84100
H -0.22361 -0.79932 5.18868
H -0.02099 -0.99080 3.41697
H -1.54785 -1.37971 4.18757
H -1.92780 0.96677 4.85022
H 0.47984 1.75713 3.12821
H 0.51744 1.56218 4.91514
H -0.49758 2.80185 4.11712
C 1.83079 -1.21788 -0.14748
O 2.17741 0.15929 0.20104
O 0.58629 -1.48624 -0.16175
C 2.61705 -1.66932 -1.39023
F 2.29856 -1.08387 -2.55533
F 3.96626 -1.44886 -1.24028
F 2.48473 -2.99490 -1.60402
C 1.92652 1.15443 -0.75733
C 2.10508 2.48749 -0.07152
H 1.78767 3.33008 -0.69321
H 1.57009 2.51787 0.87426
H 3.17617 2.67696 0.09140
H 0.91362 1.07821 -1.16696
H 2.64771 1.04293 -1.57975
H 2.35012 -1.76670 0.68627
C -0.69711 -0.38454 -3.25562
S -2.10164 -0.46457 -4.33421
O -1.61232 -1.22792 -5.54086
C -3.01804 -1.60985 -3.28081
H -0.28030 -1.38288 -3.12188
H -0.98056 0.01736 -2.29535
H 0.11857 0.21654 -3.66293
H -2.65416 -2.60871 -3.54900
H -4.04493 -1.58803 -3.64771
H -2.87464 -1.42729 -2.21026
```

Calculated values
total charge = -3
Kohn-Sham gap = 0.1620 Eh
HOMO energy = 1.81 eV

Need the Löwdin charges? In units of e they are:
1 Na 0.3816
2 F -0.7939
3 F -0.7461
4 C -0.1115
5 C -0.7546
6 C -0.1087
7 O -0.2494
8 H 0.0394
9 H 0.0641
10 H 0.0575
11 H 0.0886
12 H 0.0538
13 H 0.0407
14 H 0.0483
15 C -0.5590
16 O -0.1055
17 O -0.1197
18 C -0.5443
19 F 0.1123
20 F 0.0692
21 F 0.1069
22 C -0.2968
23 C -0.0764
24 H 0.0682
25 H 0.0682
26 H 0.0595
27 H 0.1089
28 H 0.1037
29 H 0.1385
30 C -0.2867
31 S 0.8048
32 O -0.6434
33 C -0.2619
34 H 0.0578
35 H 0.0328
36 H 0.0497
37 H 0.0459
38 H 0.0306
39 H 0.0269


No. 4
A structure of composition C9H19InNO at a distorted geometry. Source: the Open Molecules 2025 dataset; level of theory: wB97M-V/def2-TZVPD.

The geometry in XYZ format:
```
31
C9H19InNO | the Open Molecules 2025 dataset | wB97M-V/def2-TZVPD
In 3.12366 -0.05295 3.07825
C 2.47004 0.20462 -0.70999
C 0.94098 0.21669 -0.75049
C 0.54709 -1.17647 -1.41796
C -0.85592 -1.63428 -1.04429
C -1.09181 -1.53934 0.43051
C -0.89685 -0.06398 0.95444
N 0.40475 0.36868 0.53893
O 0.89120 1.44614 1.22780
C -1.99053 0.87090 0.32834
C -1.01031 -0.00922 2.48660
C 0.44062 1.33243 -1.81168
H 2.86155 -0.53792 -0.00371
H 2.89172 1.14108 -0.32447
H 2.99575 -0.01583 -1.63817
H 0.55081 -1.10701 -2.50794
H 1.34174 -1.88409 -1.15948
H -0.93782 -2.65553 -1.45854
H -1.58271 -1.06742 -1.63648
H -0.40976 -2.24653 0.90941
H -2.11650 -1.79831 0.70078
H -2.15777 0.75658 -0.74183
H -2.96823 0.59354 0.73807
H -1.82519 1.92796 0.55177
H -0.21671 -0.61934 2.92398
H -0.90203 0.99136 2.90277
H -1.98807 -0.39020 2.77199
H 1.12707 1.30356 -2.65621
H 0.51709 2.29991 -1.30299
H -0.56137 1.14542 -2.18511
H 0.40751 2.19955 0.80568
```

Calculated values
total charge = +3
energy above the lowest of the compared OMol25 structures with the same formula, charge and spin = 0.0 kcal per mole
Kohn-Sham gap = 0.2208 Eh
HOMO energy = -22.72 eV

Need the Löwdin charges? In units of e they are:
1 In 1.1243
2 C -0.0075
3 C -0.3761
4 C -0.0462
5 C -0.1343
6 C -0.0531
7 C -0.4038
8 N 0.0901
9 O 0.0192
10 C 0.0947
11 C 0.0334
12 C 0.1485
13 H 0.0646
14 H 0.1085
15 H 0.1373
16 H 0.1586
17 H 0.1562
18 H 0.1793
19 H 0.1352
20 H 0.1548
21 H 0.1608
22 H 0.1000
23 H 0.1456
24 H 0.1246
25 H 0.0860
26 H 0.1124
27 H 0.1319
28 H 0.1371
29 H 0.1223
30 H 0.1106
31 H 0.1850


No. 5
The ion C9H19N2 with charge +1 at a distorted geometry. Source: the Open Molecules 2025 dataset; level of theory: wB97M-V/def2-TZVPD.

The geometry in XYZ format:
```
30
C9H19N2 | the Open Molecules 2025 dataset | wB97M-V/def2-TZVPD
C 2.54569 1.20508 -1.69873
C 0.89499 1.34494 -1.57998
C 0.17243 0.18432 -0.96872
C 0.80971 -1.18164 -1.20870
N -1.21358 0.12376 -1.25957
C -2.10344 -0.77453 -0.54167
C -2.06881 -0.55271 1.03570
C -0.64959 -0.15438 1.64628
C -0.08345 -1.19451 2.70955
C -0.30580 1.24189 1.63818
N 0.38083 0.37241 0.59832
H 3.03552 1.98606 -2.34750
H 2.83082 0.33901 -2.36835
H 2.96958 1.10811 -0.76024
H 0.54318 1.56607 -2.57143
H 0.53947 2.27555 -0.96516
H 0.09849 -1.89716 -1.06723
H 1.62409 -1.40682 -0.65066
H 0.83318 -1.35579 -2.30550
H -1.67554 0.99930 -1.55023
H -1.84367 -1.80951 -0.84091
H -3.08781 -0.49948 -0.74155
H -2.73410 0.39253 1.25567
H -2.63929 -1.39318 1.40375
H 0.92066 -0.99249 2.95499
H -0.13879 -2.08031 2.07619
H -0.58872 -1.46446 3.62560
H -0.94054 1.94134 1.25715
H 0.49229 1.61372 2.32527
H 1.38221 0.06290 0.89946
```

Calculated values
total charge = +1
energy above the lowest of the compared OMol25 structures with the same formula, charge and spin = 76.6 kcal per mole
structure (SMILES) = CC[C@]1(C)NCC[C@]2(C)C[N@@H+]21
Kohn-Sham gap = 0.3870 Eh
HOMO energy = -13.16 eV

Need the Löwdin charges? In units of e they are:
1 C -0.0411
2 C -0.1262
3 C -0.4834
4 C 0.0128
5 N 0.0143
6 C -0.1532
7 C -0.0525
8 C -0.3167
9 C 0.0277
10 C 0.0178
11 N 0.0767
12 H 0.0912
13 H 0.0864
14 H 0.0234
15 H 0.1053
16 H 0.1432
17 H 0.0391
18 H 0.0624
19 H 0.1367
20 H 0.1519
21 H 0.1231
22 H 0.0996
23 H 0.1495
24 H 0.1099
25 H 0.0618
26 H 0.0871
27 H 0.0927
28 H 0.0975
29 H 0.1585
30 H 0.2047


No. 6
A structure of composition C9H19N2O16Tl at a distorted geometry. Source: the Open Molecules 2025 dataset; level of theory: wB97M-V/def2-TZVPD.

The geometry in XYZ format:
```
47
C9H19N2O16Tl | the Open Molecules 2025 dataset | wB97M-V/def2-TZVPD
Tl 0.94659 -1.42055 -0.53865
N 0.80475 -6.43414 1.58376
O 0.32337 -7.54920 1.59324
O 0.78563 -5.59968 0.62956
O 1.35079 -6.17122 2.65312
N 4.02496 1.15212 3.10253
O 4.99428 1.89266 3.21433
O 3.57703 0.50976 4.00668
O 3.37103 1.07190 2.07258
O -0.98874 0.72125 -3.03626
H -0.99080 1.15885 -3.90978
C -3.93780 -5.83977 -0.12900
O -4.82470 -4.69645 -0.14748
C -4.27974 -3.43634 -0.02075
O -3.06927 -3.18145 0.13601
O -5.32509 -2.55903 0.16640
C -5.10682 -1.17220 0.39526
H -4.49111 -6.69388 -0.51940
H -3.75431 -6.14168 0.90216
H -3.00257 -5.56461 -0.61658
H -4.37374 -0.76059 -0.29848
H -4.83011 -0.96736 1.42946
H -5.99464 -0.54984 0.28333
C 6.09431 2.30794 -1.23393
O 5.83391 2.30699 -2.63570
C 4.67396 1.93602 -3.11671
O 3.83184 1.26020 -2.49170
O 4.62894 2.35079 -4.38184
C 3.44939 2.18206 -5.14160
H 6.96186 2.94765 -1.07193
H 6.15922 1.32841 -0.76022
H 5.30844 2.83643 -0.69431
H 3.20964 3.02593 -5.78851
H 2.64082 1.98241 -4.43843
H 3.53594 1.22586 -5.65764
C -2.32520 3.87759 -0.14805
O -2.10903 3.84250 1.24238
C -1.67354 2.85796 2.04837
O -1.32942 1.74635 1.61788
O -1.83764 3.25800 3.28378
C -1.33036 2.48748 4.30332
H -2.74254 4.80130 -0.54892
H -3.05602 3.08355 -0.30131
H -1.44092 3.66413 -0.74854
H -1.88713 2.76778 5.19749
H -0.26807 2.72935 4.33715
H -1.53740 1.42481 4.17697
```

Calculated values
Kohn-Sham gap = 0.0620 Eh
HOMO energy = -8.71 eV

Need the Löwdin charges? In units of e they are:
1 Tl 0.9448
2 N -0.6022
3 O 0.1140
4 O 0.0319
5 O 0.1081
6 N -0.6503
7 O 0.1055
8 O 0.1338
9 O 0.0847
10 O -0.2450
11 H -0.0492
12 C -0.0259
13 O -0.0306
14 C -0.4818
15 O 0.0649
16 O -0.0199
17 C -0.0545
18 H 0.0932
19 H 0.0937
20 H 0.0922
21 H 0.0939
22 H 0.0942
23 H 0.0900
24 C -0.0271
25 O 0.0111
26 C -0.5817
27 O 0.0633
28 O 0.0063
29 C -0.0385
30 H 0.0976
31 H 0.0983
32 H 0.0963
33 H 0.0997
34 H 0.0846
35 H 0.0979
36 C -0.0428
37 O -0.0155
38 C -0.5646
39 O 0.0777
40 O 0.0149
41 C -0.0558
42 H 0.0933
43 H 0.0946
44 H 0.0939
45 H 0.1015
46 H 0.1104
47 H 0.0993